ORCA calculation (wB97M-V/def2-TZVPD) on a 8-piece molecular cluster, C32H64O24 overall at a distorted geometry.

The value obtained for the molar mass is 832.8 g mol⁻¹. Its gap between HOMO and LUMO (alpha / beta) is 8.53 / 2.23 eV. As for the largest force on an atom: 0.1190 Eh/bohr. The calculation puts the highest occupied orbital energy (alpha / beta) at -11.927 / -11.927 eV. As for the electronic energy: -3062.9781 hartree.

Geometry as ORCA input:
```
! RIJCOSX wB97M-V def2-TZVPD def2/J DEFGRID3
* xyz 1 2
C 2.996 -2.641 -1.718
C 2.006 -3.790 -1.410
O 1.267 -4.134 -2.609
C 1.850 -4.947 -3.597
O 2.980 -5.469 -3.599
O 0.920 -5.223 -4.483
C 1.006 -6.071 -5.635
H 3.540 -2.443 -0.794
H 2.582 -1.676 -2.012
H 3.810 -2.903 -2.395
H 1.316 -3.469 -0.630
H 2.571 -4.656 -1.066
H 1.179 -7.090 -5.291
H 1.892 -5.831 -6.222
H 0.143 -6.174 -6.292
C -2.282 -2.056 2.498
C -1.555 -2.572 1.191
O -1.720 -1.560 0.226
C -0.711 -0.549 0.119
O 0.508 -0.669 0.419
O -1.192 0.596 -0.335
C -0.333 1.585 -0.740
H -2.743 -2.880 3.042
H -3.080 -1.349 2.270
H -1.656 -1.495 3.192
H -2.026 -3.466 0.781
H -0.547 -2.777 1.552
H -0.683 2.429 -1.334
H 0.530 1.205 -1.286
H 0.027 2.031 0.187
C -5.765 -4.281 4.257
C -7.193 -4.684 3.977
O -7.921 -4.819 5.184
C -9.123 -5.527 5.160
O -9.735 -6.024 4.205
O -9.456 -5.706 6.396
C -10.578 -6.464 6.792
H -5.484 -5.015 5.011
H -5.823 -3.257 4.628
H -5.091 -4.276 3.400
H -7.194 -5.664 3.502
H -7.617 -3.999 3.242
H -11.512 -6.130 6.341
H -10.609 -6.455 7.881
H -10.360 -7.462 6.410
C 3.375 1.554 -2.517
C 4.344 1.514 -3.776
O 4.878 0.180 -4.102
C 4.011 -0.797 -4.615
O 2.789 -0.683 -4.790
O 4.790 -1.724 -4.996
C 4.175 -2.805 -5.698
H 3.886 0.982 -1.743
H 2.332 1.286 -2.685
H 3.278 2.598 -2.216
H 5.107 2.290 -3.835
H 3.781 1.809 -4.661
H 3.745 -3.534 -5.012
H 4.998 -3.330 -6.183
H 3.429 -2.448 -6.408
C 1.453 -5.828 1.943
C 2.626 -4.970 2.387
O 2.131 -3.676 2.822
C 2.873 -2.554 2.742
O 3.951 -2.328 2.178
O 2.133 -1.597 3.231
C 2.637 -0.271 3.097
H 1.285 -5.585 0.893
H 0.545 -5.737 2.540
H 1.790 -6.864 1.937
H 3.454 -4.891 1.683
H 2.981 -5.527 3.254
H 2.716 0.105 2.077
H 3.600 -0.131 3.589
H 2.086 0.497 3.640
C 4.600 3.946 5.764
C 3.109 3.656 5.375
O 2.727 4.362 4.192
C 1.658 4.011 3.450
O 1.253 2.811 3.404
O 1.287 5.049 2.753
C 0.430 4.901 1.683
H 5.202 4.092 4.867
H 5.097 3.179 6.359
H 4.657 4.910 6.271
H 2.464 3.990 6.188
H 3.154 2.589 5.154
H -0.504 4.440 2.006
H 0.783 4.197 0.930
H 0.276 5.814 1.109
C 0.585 2.618 -5.901
C 0.645 3.466 -4.605
O 1.793 4.426 -4.633
C 1.853 5.273 -3.577
O 1.303 5.090 -2.431
O 2.510 6.418 -3.927
C 2.761 7.460 -2.925
H 1.511 2.049 -5.993
H 0.436 3.199 -6.811
H -0.222 1.887 -5.859
H 0.605 2.870 -3.693
H -0.298 4.006 -4.516
H 2.965 8.404 -3.430
H 3.722 7.159 -2.509
H 1.931 7.535 -2.222
C -3.995 2.878 -0.573
C -4.232 4.244 0.047
O -3.785 5.312 -0.777
C -2.421 5.538 -0.965
O -1.552 4.940 -0.409
O -2.268 6.685 -1.696
C -1.134 7.463 -1.649
H -4.091 2.104 0.189
H -2.925 2.832 -0.774
H -4.479 2.637 -1.520
H -3.891 4.293 1.082
H -5.274 4.451 0.291
H -1.227 7.857 -0.637
H -1.111 8.296 -2.352
H -0.219 6.937 -1.922
*
```


ORCA calculation (wB97M-V/def2-TZVPD) on C40H91Cu3N5O20P3 as an isolated structure at a distorted geometry.

The value obtained for the molar mass is 1245.7 g mol⁻¹. Its gap between HOMO and LUMO is 2.47 eV. As for the largest force on an atom: 0.0861 Eh/bohr. The calculation puts the highest occupied orbital energy at -5.463 eV. As for the electronic energy: -9302.2498 hartree.

Geometry as ORCA input:
```
! RIJCOSX wB97M-V def2-TZVPD def2/J DEFGRID3
* xyz 0 1
Cu -1.774 -3.131 8.316
Cu -4.923 -2.631 4.700
Cu -1.395 -6.142 4.102
C -1.652 1.110 4.685
C -1.723 0.532 3.288
C -0.805 1.471 2.478
C -0.283 0.956 1.178
C -1.208 -0.210 0.673
C -1.264 -1.408 1.656
N -1.347 -0.928 3.066
O -1.502 -1.893 4.177
C -0.135 -2.385 1.357
C -2.616 -2.066 1.250
C -3.314 0.725 2.875
H -2.281 0.572 5.395
H -2.099 2.104 4.659
H -0.625 1.135 5.051
H 0.069 1.930 2.941
H -1.401 2.333 2.179
H 0.744 0.605 1.081
H -0.237 1.928 0.686
H -0.760 -0.573 -0.252
H -2.181 0.149 0.339
H 0.886 -2.009 1.415
H -0.316 -3.299 0.792
H -0.041 -3.061 2.207
H -2.480 -2.391 0.219
H -3.566 -1.541 1.350
H -2.862 -2.935 1.860
H -3.618 0.304 1.916
H -3.772 1.709 2.980
H -3.822 0.109 3.616
C -5.102 -7.718 4.841
O -4.973 -6.490 4.820
O -4.102 -8.435 5.004
O -6.174 -8.168 5.186
C -2.636 -8.566 -0.738
O -2.361 -7.919 0.303
N -3.700 -9.280 -1.133
C -4.040 -9.762 -2.449
C -4.645 -9.772 -0.145
H -1.958 -8.460 -1.599
H -3.704 -10.793 -2.563
H -3.639 -9.174 -3.275
H -5.115 -9.867 -2.592
H -5.576 -9.216 -0.259
H -4.959 -10.814 -0.075
H -4.305 -9.663 0.885
C -0.704 6.797 5.662
O -1.240 7.724 4.994
N 0.080 7.040 6.764
C 0.512 5.928 7.689
C 0.359 8.350 7.396
H -0.715 5.774 5.255
H 1.493 6.271 8.017
H 0.474 4.951 7.207
H -0.095 5.844 8.590
H -0.457 8.568 8.084
H 1.243 8.471 8.022
H 0.432 9.050 6.564
C 1.212 -0.307 10.907
O 0.224 -0.958 11.227
N 2.097 0.315 11.721
C 3.262 1.232 11.283
C 1.994 0.231 13.152
H 1.373 0.023 9.869
H 3.510 1.033 10.240
H 4.065 1.299 12.017
H 2.968 2.262 11.081
H 2.679 -0.441 13.670
H 1.916 1.176 13.689
H 1.058 -0.225 13.478
C -6.380 1.850 -2.354
O -6.425 1.372 -1.229
N -5.530 2.807 -2.816
C -5.546 3.381 -4.227
C -4.387 3.437 -2.081
H -7.049 1.484 -3.148
H -6.130 4.301 -4.197
H -6.072 2.750 -4.944
H -4.579 3.783 -4.527
H -4.559 4.461 -1.751
H -4.213 3.089 -1.063
H -3.471 3.452 -2.671
C 9.384 1.226 4.451
C 8.058 1.190 5.128
O 7.070 1.953 4.355
P 5.657 2.071 5.151
O 5.730 2.903 6.374
O 4.660 2.627 4.130
C 4.757 3.946 3.566
C 4.973 3.915 1.987
O 5.157 0.520 5.430
C 4.585 -0.412 4.470
C 5.452 -0.842 3.219
H 9.348 0.445 3.692
H 9.429 2.222 4.011
H 10.171 1.082 5.191
H 7.809 0.134 5.234
H 8.046 1.656 6.113
H 3.930 4.521 3.984
H 5.634 4.396 4.032
H 5.787 3.295 1.611
H 4.064 3.505 1.547
H 5.226 4.912 1.626
H 4.537 -1.406 4.916
H 3.639 -0.178 3.982
H 5.100 -0.139 2.465
H 6.526 -0.690 3.326
H 5.343 -1.880 2.903
C 2.400 5.237 -4.953
C 3.329 5.364 -6.106
O 3.127 4.233 -6.959
P 4.093 2.923 -6.912
O 5.516 3.240 -6.990
O 3.688 2.069 -5.594
C 3.690 0.659 -5.457
C 3.386 0.311 -4.051
O 3.497 2.020 -8.119
C 3.843 2.370 -9.428
C 2.705 3.234 -9.995
H 2.502 4.263 -4.474
H 2.556 6.038 -4.230
H 1.369 5.365 -5.281
H 3.115 6.301 -6.620
H 4.309 5.243 -5.644
H 3.013 0.264 -6.215
H 4.691 0.288 -5.679
H 2.544 0.920 -3.724
H 3.243 -0.684 -3.629
H 4.115 0.852 -3.447
H 4.842 2.794 -9.529
H 3.746 1.372 -9.856
H 2.558 3.296 -11.073
H 1.814 2.811 -9.532
H 2.835 4.263 -9.659
C -3.063 -3.988 -11.038
C -4.044 -2.848 -11.142
O -3.990 -2.174 -9.821
P -4.685 -2.771 -8.506
O -6.104 -3.106 -8.547
O -3.748 -3.983 -8.109
C -4.018 -4.941 -7.055
C -3.475 -4.388 -5.826
O -4.324 -1.711 -7.343
C -2.974 -1.119 -7.252
C -2.242 -1.197 -5.967
H -3.480 -4.725 -10.352
H -2.836 -4.503 -11.971
H -2.209 -3.651 -10.452
H -3.542 -2.225 -11.883
H -5.009 -3.203 -11.503
H -5.096 -5.010 -6.915
H -3.760 -5.978 -7.270
H -3.842 -5.001 -5.003
H -2.390 -4.284 -5.791
H -4.043 -3.505 -5.536
H -2.273 -1.466 -8.011
H -3.269 -0.094 -7.474
H -1.474 -0.431 -5.861
H -3.050 -1.089 -5.245
H -1.767 -2.174 -5.878
*
```